Density functional theory data (wB97M-V/def2-TZVPD) for a structure of composition C14H12F5N3OOsS2Te.

The geometry in XYZ format:
```
39
C14H12F5N3OOsS2Te (wB97M-V/def2-TZVPD)
Os 0.59760 -1.18276 -0.76520
Te 0.27870 -4.43711 -0.59623
S 3.80304 -0.37510 -1.49432
S 0.07722 -0.28646 1.26334
F -0.67012 -3.67122 0.98207
F 1.63220 -4.61001 -1.88367
F 1.63518 -2.94322 0.10666
F 1.29483 -5.57508 0.54397
F -0.87449 -5.53566 -1.66651
O -0.18071 -2.64604 -1.51509
N 1.85435 -1.95365 2.56103
N 0.52711 -0.77147 3.84524
N -3.25418 6.65078 -5.43523
C -0.39011 0.26161 4.29332
C -2.81196 5.74160 -4.89143
C -0.64260 1.30284 -2.21175
C -2.49874 2.83222 -2.61326
C -1.18953 2.42065 -2.88942
C -3.03655 3.91480 -3.27818
C -0.17186 0.33053 -1.64079
C 2.09952 -2.50487 3.90040
C 2.37253 -0.67333 -1.11151
C 1.38927 -1.48414 4.79685
C -0.95064 4.20612 -4.48637
C -0.42258 3.11021 -3.83625
C -2.25803 4.60288 -4.20813
C 0.87919 -1.05768 2.60287
H -0.99765 -0.13488 5.10434
H 2.08189 -0.77678 5.25805
H 2.02067 -2.48557 1.71045
H -1.04618 0.55742 3.47945
H 0.58550 2.77864 -4.04284
H -4.04781 4.24081 -3.08081
H -0.36935 4.75250 -5.21541
H 1.65534 -3.49800 3.97408
H 0.16045 1.13314 4.65046
H 3.16494 -2.57258 4.10016
H -3.08159 2.28497 -1.88527
H 0.78514 -1.94611 5.57493
```

Calculated values
Multiplicity: 2
Total charge: +1
HOMO energy (alpha / beta) in eV: -11.82 / -11.93
F_max in hartree/bohr: 0.0115
ΔE to the lowest compared entry with this formula, charge and spin in kcal per mole: 29.6
Orbital gap (alpha / beta) in eV: 5.41 / 5.57

Density functional theory data (wB97M-V/def2-TZVPD) for an isolated molecule of C6H12N2 in a non-equilibrium geometry.

The geometry in XYZ format:
```
20
C6H12N2 (wB97M-V/def2-TZVPD)
N -1.12974 -0.67115 1.44116
N -0.02291 -1.89284 0.02659
C 1.15852 -0.02602 1.02857
C -0.78610 0.02239 -1.97881
C -0.84776 1.85893 -0.35748
C -0.13257 -0.51251 0.42031
C -0.60415 0.40641 -0.69815
C 2.39140 -0.16287 0.51604
H -1.66778 0.18372 1.52936
H -1.09978 0.72664 -2.74295
H 0.20009 -2.40055 0.88011
H -0.61813 -1.00011 -2.30150
H -0.97968 2.02155 0.71630
H 1.06466 0.50631 1.97428
H -1.77867 -1.35375 1.05279
H 2.56778 -0.64867 -0.43872
H -0.00145 2.47211 -0.68390
H 0.78700 -1.99243 -0.57531
H 3.25621 0.23595 1.03779
H -1.75695 2.22689 -0.84645
```

Calculated values
HOMO energy in eV: -9.14
F_max in hartree/bohr: 0.0354
ΔE to the lowest compared entry with this formula, charge and spin in kcal per mole: 34.6
SMILES: C=CC(N)(N)C(=C)C
Orbital gap in eV: 10.13

Density functional theory data (wB97M-V/def2-TZVPD) for a structure of composition C16H36AsO3S in a non-equilibrium geometry.

The geometry in XYZ format:
```
57
C16H36AsO3S (wB97M-V/def2-TZVPD)
As 0.51506 -0.44906 2.07277
S -0.37208 1.61490 1.71049
O 0.17020 -4.39538 2.87326
O 1.67515 0.14607 3.37603
O -0.55368 -2.52320 0.22095
C -1.43389 1.71812 -6.23970
C -2.19438 0.09661 3.51108
C -0.65757 2.19116 -4.86555
C -0.77486 -1.11288 0.66999
C 1.70535 0.45815 5.84299
C 1.22605 1.05591 4.34936
C 1.81605 -0.29496 -0.78882
C -1.03393 2.71443 -7.50956
C 1.49626 -2.23193 2.22741
C 1.95469 0.06889 0.75929
C -0.93366 -0.97430 3.39319
C 0.85146 -3.29341 3.27815
C 1.23578 1.04855 -1.59925
C 0.30941 1.00159 -4.21071
C 0.00534 0.73221 -2.62516
C -1.81873 -3.27519 0.21448
H -1.51484 -1.96954 3.07128
H 1.30420 -1.28978 -1.10738
H -1.96351 1.09148 4.05823
H 2.14388 1.23973 0.89891
H 0.12129 1.33269 4.49902
H -2.27009 -3.37463 1.31333
H 2.10807 1.52091 -2.26414
H 2.71706 -0.12658 5.76634
H -0.03174 0.00791 -4.77987
H -0.89733 -0.37787 -0.26408
H 0.13692 2.68553 -7.73090
H -1.55814 -4.37994 -0.13325
H -0.88186 1.46938 -2.31561
H 0.94080 -3.14686 4.45022
H 0.79137 -0.24428 6.15769
H 0.94506 1.91624 -0.83708
H -2.62241 -2.86176 -0.53827
H 0.07370 3.07162 -5.16530
H 2.56707 -1.96367 2.69342
H -1.39741 2.66661 -4.06138
H -0.43472 -0.36111 -2.44440
H 1.43445 1.24558 -4.43436
H 1.82906 2.08323 4.25561
H -1.09415 0.63005 -6.59119
H -2.99628 -0.46991 4.19487
H 1.71973 1.36099 6.58729
H -1.36259 3.81372 -7.22837
H -1.60932 2.38883 -8.49200
H 2.95898 -0.43415 1.16690
H -1.31854 1.57057 0.66300
H -2.58841 1.77095 -6.04306
H -0.50690 -1.14942 4.47748
H 2.93071 -0.39326 -1.21762
H 1.81005 -2.69517 1.17193
H -1.89683 -1.16899 1.08455
H -2.77534 0.24462 2.47753
```

Calculated values
Total charge: -1
HOMO energy in eV: -4.39
F_max in hartree/bohr: 0.1462
Orbital gap in eV: 7.14

Density functional theory data (wB97M-V/def2-TZVPD) for a structure of composition C30H28ClIN3O4S3Sn.

The geometry in XYZ format:
```
71
C30H28ClIN3O4S3Sn (wB97M-V/def2-TZVPD)
I -1.03435 -3.27122 3.55026
Sn 0.26037 -0.43193 -0.56803
Cl -3.75885 -6.21973 -0.48338
S 3.12661 1.20288 -1.80581
S 2.00384 1.44890 1.36271
S 3.10462 -1.63346 0.15340
O -0.96593 2.17842 -0.16178
O 0.04524 -1.92423 0.85605
O -1.98369 -0.18304 -0.03705
O 0.04718 2.96867 -2.63759
N -0.61662 -2.32574 -1.69693
N -1.25011 2.16115 1.20078
N -2.12579 1.31213 1.72525
C 1.01923 4.95242 0.94161
C 3.98932 -0.32745 -2.24749
C -3.60040 -0.54170 1.65954
C -2.62339 -4.96526 -0.09634
C -4.18857 -1.56541 0.92444
C -4.02843 -0.28695 2.96147
C -5.60055 -2.09616 2.79395
C -1.40656 -3.68559 1.55037
C 1.24490 4.75360 -1.48038
C -5.19048 -2.33857 1.48945
C 4.15353 1.92459 -0.49765
C -0.10634 3.22663 -0.31703
C 0.50330 3.48179 -3.89237
C 0.16551 3.84205 0.88635
C 4.35939 -1.29723 -1.11996
C -0.61851 3.11724 1.82290
C -2.50267 0.24023 1.02513
C -0.90707 -2.47554 -2.97069
C -1.16053 -3.16304 -0.76931
C 2.87382 0.19444 2.32724
C 0.41129 3.65233 -1.54141
C -2.04799 -4.19134 -1.13346
C -5.02247 -1.06655 3.52698
C 1.54150 5.38505 -0.25242
C -2.30874 -4.71343 1.20589
C -1.75232 -3.49937 -3.42462
C 3.31864 2.48096 0.65959
C -0.80554 -2.89656 0.59097
C -2.31720 -4.34730 -2.51060
C 3.81604 -0.74447 1.58195
H 4.70244 -0.21821 1.24096
H 3.29422 -0.80072 -2.94219
H 3.43081 0.69669 3.12010
H 5.25829 -0.96712 -0.60416
H 4.72745 2.74352 -0.93062
H -3.85766 -1.74423 -0.09151
H 1.59276 3.51251 -3.92975
H -6.37257 -2.71072 3.24102
H -2.77214 -5.30136 1.98728
H 2.06325 -0.36875 2.79422
H 4.85929 1.17223 -0.15386
H -0.46234 -1.76974 -3.66339
H -5.35133 -0.87150 4.53967
H 0.13765 2.79714 -4.64979
H 4.14260 -1.51035 2.28523
H 1.24512 5.45205 1.87522
H 3.97911 2.76996 1.48039
H -2.97519 -5.14424 -2.83206
H -5.65240 -3.13123 0.91295
H 2.78465 3.37776 0.33689
H 1.66630 5.15887 -2.39066
H 2.19322 6.24992 -0.26550
H -3.56974 0.51497 3.52457
H 0.09511 4.47725 -4.07045
H 4.59157 -2.26435 -1.56575
H -1.95565 -3.59883 -4.48241
H -0.74873 3.22950 2.88783
H 4.89274 -0.08325 -2.80617
```

Calculated values
Total charge: +1
HOMO energy in eV: -10.06
F_max in hartree/bohr: 0.0120
ΔE to the lowest compared entry with this formula, charge and spin in kcal per mole: 4.7
Orbital gap in eV: 6.93

Density functional theory data (wB97M-V/def2-TZVPD) for a structure of composition C13H20MnN3O4 in a non-equilibrium geometry.

The geometry in XYZ format:
```
41
C13H20MnN3O4 (wB97M-V/def2-TZVPD)
Mn 0.28783 0.09653 0.36644
O -1.45854 0.10954 1.39283
O 3.32716 -2.33813 -0.28340
O -2.90874 -1.13677 2.62463
O 1.89496 -0.61724 -0.24800
N 0.19107 -1.73965 1.06089
N 1.11840 1.96126 -0.20657
N -1.01327 0.66597 -1.38864
C 1.21584 -2.57288 0.84366
C 2.51877 2.05134 -0.68047
C 1.06924 2.51486 1.17341
C -0.36765 0.33714 -2.67511
C -2.38688 0.11925 -1.43544
C 0.26844 2.71795 -1.14518
C 2.28624 -1.87245 0.06216
C 0.06453 -4.28675 2.02931
C -0.90996 -2.11089 1.78226
C 1.20856 -3.85641 1.29957
C -0.97804 -3.43540 2.27393
C -1.77671 -1.01969 1.93940
C -1.12854 2.13691 -1.18251
H 0.67931 2.55664 -2.14128
H 0.33519 3.79104 -0.95311
H 0.04498 2.50650 1.55538
H -1.84286 -3.74679 2.84246
H 0.66823 0.67278 -2.70439
H 2.05192 -4.50214 1.10504
H -1.65904 2.58719 -2.02925
H 0.02577 -5.29971 2.40517
H 1.70936 1.91549 1.82522
H -0.91111 0.78428 -3.51350
H -2.35409 -0.95383 -1.61638
H -0.36716 -0.74368 -2.80025
H -2.89178 0.30514 -0.49661
H 1.43230 3.54614 1.20078
H 2.61405 1.54144 -1.63514
H 2.78279 3.10658 -0.78951
H 3.18734 1.57327 0.02882
H -2.94590 0.59412 -2.24733
H -1.72398 2.31971 -0.28726
H -3.35802 -0.27864 2.64798
```

Calculated values
Multiplicity: 6
Total charge: +1
HOMO energy (alpha / beta) in eV: -9.61 / -13.08
F_max in hartree/bohr: 0.0273
ΔE to the lowest compared entry with this formula, charge and spin in kcal per mole: 53.6
Orbital gap (alpha / beta) in eV: 4.90 / 9.01

Density functional theory data (wB97M-V/def2-TZVPD) for a cluster of 7 separate species, C10H35NO7 in total in a non-equilibrium geometry.

The geometry in XYZ format:
```
53
C10H35NO7 (wB97M-V/def2-TZVPD)
O -1.93931 1.14075 2.53166
O -2.74154 -1.45656 -0.55554
O 3.90763 -1.28687 1.68490
O 3.46097 1.26644 2.96578
O -0.07860 1.07649 0.48225
O -1.05723 3.21838 -2.87451
O 2.55242 -2.09195 -3.14534
N -1.54697 0.56661 -2.14831
C -0.50867 3.64256 -1.61598
C -1.66061 0.28125 3.56292
C -3.45273 -0.54767 -3.05740
C 3.30221 2.19386 1.90166
C 4.06228 -2.64595 1.36650
C -2.73598 -2.10391 0.70075
C -2.97874 0.40680 -1.95653
C -3.30240 -0.15731 -0.56592
C 2.97297 -1.47818 -1.97073
C 0.52027 -0.19416 0.43857
H 2.66537 -3.04012 -3.04630
H 2.68820 -0.43171 -2.07979
H -2.83805 1.45454 2.65569
H 2.54597 -1.86850 -1.04692
H 3.60540 0.40160 2.57491
H 4.18625 2.22981 1.26505
H -3.31528 -0.16364 -4.06820
H -0.15344 4.67303 -1.62266
H -2.50750 -3.14999 0.49675
H -3.55338 1.32888 -2.04390
H 1.32795 -0.39850 1.14142
H 4.06291 -1.48819 -1.97422
H -1.24863 3.58873 -0.81745
H -1.96906 -1.80713 1.41619
H 0.35148 3.07332 -1.26359
H -0.66212 1.12989 1.24268
H -1.11703 0.77936 -1.25950
H -0.16119 -1.00367 0.70012
H -1.11905 2.26980 -2.74043
H 3.07349 -3.07488 1.52898
H -0.75080 -0.28858 3.37411
H -1.56197 0.82502 4.50243
H 3.17615 3.20977 2.27601
H 2.33870 1.89036 1.49218
H -4.37580 -0.19016 -0.37928
H -3.65725 -2.17187 1.27932
H 4.77808 -3.19848 1.97515
H -3.11495 -1.58187 -2.99081
H -2.55725 -0.32108 3.70894
H 4.68872 -0.87607 1.30708
H -4.53751 -0.62544 -2.98451
H -2.89083 0.46427 0.22928
H -1.25916 -0.39001 -2.29710
H 0.77337 -0.39409 -0.60262
H 4.31225 -2.68499 0.30626
```

Calculated values
HOMO energy in eV: -9.23
F_max in hartree/bohr: 0.0389
ΔE to the lowest compared entry with this formula, charge and spin in kcal per mole: 17.3
SMILES: COC[C@H](C)N.CO.CO.CO.CO.CO.CO
Orbital gap in eV: 9.57

Density functional theory data (wB97M-V/def2-TZVPD) for a structure of composition C26H44Cl2O2P2Y in a non-equilibrium geometry.

The geometry in XYZ format:
```
77
C26H44Cl2O2P2Y (wB97M-V/def2-TZVPD)
Y -1.28407 2.81636 1.49958
Cl -1.96933 5.30397 -2.81050
Cl -1.72399 7.09769 -0.42021
P 3.92289 -4.58942 1.33469
P 3.31589 -2.91049 -1.09642
O 0.90263 4.49733 -1.43035
O -0.74480 4.35663 0.14429
C -1.39733 1.09982 -2.75184
C -1.67495 2.79239 4.44445
C -1.35299 -1.55264 -0.96084
C -2.34173 -0.05492 -2.79483
C -0.88847 6.03000 -1.60439
C 2.14545 -3.26631 -2.46441
C -4.23692 1.06908 0.33069
C -3.71436 3.38914 1.37984
C -2.72346 0.09644 2.87806
C 4.45696 -4.36037 -1.42569
C -3.09314 3.86058 2.58459
C -0.08591 1.10436 -2.47684
C -4.17526 4.18412 0.20662
C 0.96013 -0.48359 -0.81433
C -3.07165 1.52804 2.60789
C 5.13094 -5.16870 2.59814
C -2.55554 5.22618 2.78925
C -3.70834 1.96150 1.40977
C 0.88010 -0.03185 -2.29605
C 2.96680 -6.16763 1.12794
C -0.14700 4.85688 -0.92175
C -2.71404 2.70555 3.37837
C -1.71233 -1.41244 -2.40256
C 5.09543 -4.83175 -0.12509
C -0.22023 -1.24682 -0.31590
C 4.38433 -1.58474 -1.79200
H -3.44268 4.93971 -0.09389
H -1.98175 3.52139 5.21027
H -2.59067 5.49724 3.84810
H 3.63654 -7.01692 0.92494
H -3.21058 0.13998 -2.13910
H 1.13158 0.41015 -0.17798
H -3.15624 5.96102 2.24315
H -2.16273 -2.00462 -0.36956
H 5.99409 -4.24534 0.11972
H 5.93399 -4.42191 2.67307
H 3.82099 -0.65242 -1.89659
H -3.48335 0.30687 0.06381
H -5.17416 0.53471 0.58503
H 4.61746 -5.24601 3.56227
H 1.68089 -4.23683 -2.26881
H -1.52368 1.82631 4.95266
H 1.35370 -2.51467 -2.49667
H -2.46896 -2.18268 -2.61682
H 5.56668 -6.14300 2.33616
H 5.21283 -1.41169 -1.09755
H -3.46077 -0.37830 3.55288
H -2.73701 -0.48512 1.94231
H -0.87124 -1.62278 -3.07660
H 3.87061 -5.15818 -1.90511
H -1.87553 2.07320 -2.88694
H 5.21966 -4.02585 -2.13975
H 1.87759 0.34739 -2.57372
H -1.50195 5.32238 2.43927
H -1.72811 -0.01968 3.32787
H 0.68241 -0.87051 -2.97010
H -5.13508 4.69980 0.37854
H 5.38317 -5.89064 -0.16562
H -0.14342 6.64133 -2.11321
H 2.23987 -6.06038 0.30927
H -2.77065 -0.17356 -3.80412
H 2.42351 -6.34992 2.06691
H 0.40296 2.06449 -2.26592
H -0.68538 3.16317 4.06989
H 1.88343 -1.08866 -0.67792
H 4.78573 -1.89284 -2.76214
H 2.67422 -3.29858 -3.42033
H -4.42911 1.65092 -0.58093
H -4.33783 3.52858 -0.65997
H -0.14675 -1.55190 0.74307
```

Calculated values
Total charge: +1
HOMO energy in eV: -9.25
F_max in hartree/bohr: 0.0330
ΔE to the lowest compared entry with this formula, charge and spin in kcal per mole: 0.0
Orbital gap in eV: 4.99

Density functional theory data (wB97M-V/def2-TZVPD) for the ion C5H10N with charge +1 in a non-equilibrium geometry.

The geometry in XYZ format:
```
16
C5H10N (wB97M-V/def2-TZVPD)
N 2.22551 0.31506 -0.01100
C -0.12846 -0.31114 -0.21942
C -2.55633 -0.67342 -0.65874
C -0.41604 0.73335 0.80764
C 1.17371 -0.40556 -0.67736
C -1.31334 -1.08302 -0.69611
H 0.20685 0.57957 1.77751
H 1.90970 0.70952 0.86387
H -0.31908 1.79038 0.61456
H -1.59113 0.75867 0.97920
H -2.75570 0.33418 -0.21723
H -3.38920 -1.14673 -0.97199
H -1.19641 -2.09067 -1.23137
H 2.70288 1.02342 -0.76163
H 1.34522 -1.15808 -1.48245
H 2.95682 -0.28703 0.24628
```

Calculated values
Total charge: +1
HOMO energy in eV: -13.48
F_max in hartree/bohr: 0.0959
ΔE to the lowest compared entry with this formula, charge and spin in kcal per mole: 51.7
SMILES: C=C/C(C)=C/[NH3+]
Orbital gap in eV: 9.58